(1)
{
  "formula": "C5H8N2O",
  "method": "ωB97M-V with the def2-TZVPD basis set",
  "orbital_gap_ha": 0.3241,
  "relative_energy_kcal_mol": 74.3,
  "homo_energy_ev": -9.4,
  "e_tot_ev": -10339.502,
  "e_lumo_ev": -0.56,
  "elements": ["C", "C", "C", "C", "N", "C", "O", "N", "H", "H", "H", "H", "H", "H", "H", "H"],
  "coordinates": [[-0.929, -1.055, -0.274], [0.161, -0.713, 0.633], [1.823, 1.300, 0.416], [1.190, 0.127, -0.301], [-2.196, -1.154, 0.129], [-0.653, 1.006, -1.143], [1.743, -0.504, -1.189], [-1.637, 1.440, -1.584], [-0.649, -1.606, -1.169], [-2.496, -0.580, 0.908], [-2.907, -1.269, -0.584], [0.750, -1.586, 0.923], [-0.177, -0.138, 1.497], [2.655, 0.918, 1.016], [2.211, 1.989, -0.333], [1.113, 1.824, 1.053]],
  "forces_ev_per_angstrom": [[-0.78, -0.37, 0.52], [1.08, 0.84, -0.57], [-0.38, 0.39, -0.59], [0.54, -1.98, 0.98], [0.66, 0.49, -0.59], [-0.76, 0.06, -0.23], [-0.51, 0.68, 0.50], [0.17, 0.05, -0.01], [-0.13, 0.47, -0.17], [0.17, -0.20, -0.01], [0.16, -0.10, 0.10], [-0.24, -0.16, 0.12], [0.03, -0.08, -0.05], [-0.13, -0.08, -0.08], [0.09, 0.01, 0.10], [0.03, -0.03, -0.03]],
  "nbo_charge": [0.32, -0.60, -0.71, 0.62, -0.69, -0.07, -0.62, -0.50, 0.24, 0.41, 0.42, 0.25, 0.22, 0.23, 0.25, 0.22]
}


(2)
{
  "formula": "C43H89BFN9O11P",
  "method": "ωB97M-V with the def2-TZVPD basis set",
  "orbital_gap_ha": 0.2873,
  "relative_energy_kcal_mol": 0.0,
  "homo_energy_ev": -10.8,
  "e_tot_ev": -94643.997,
  "total_charge": 1,
  "e_lumo_ev": -2.96,
  "elements": ["C", "C", "C", "N", "C", "C", "C", "P", "N", "O", "N", "C", "C", "C", "C", "O", "C", "C", "O", "C", "B", "O", "C", "C", "C", "F", "C", "C", "C", "C", "C", "C", "C", "C", "O", "C", "H", "H", "H", "H", "H", "H", "H", "H", "H", "H", "H", "H", "H", "H", "H", "H", "H", "H", "H", "H", "H", "H", "H", "H", "H", "H", "H", "H", "H", "H", "H", "H", "H", "H", "H", "H", "H", "H", "H", "H", "H", "H", "H", "H", "H", "H", "H", "C", "O", "N", "C", "C", "H", "H", "H", "H", "H", "H", "H", "C", "O", "N", "C", "C", "H", "H", "H", "H", "H", "H", "H", "C", "O", "N", "C", "C", "H", "H", "H", "H", "H", "H", "H", "C", "O", "N", "C", "C", "H", "H", "H", "H", "H", "H", "H", "C", "O", "N", "C", "C", "H", "H", "H", "H", "H", "H", "H", "C", "O", "N", "C", "C", "H", "H", "H", "H", "H", "H", "H"],
  "coordinates": [[2.855, -3.653, 0.167], [2.409, -2.751, 0.810], [1.817, -1.686, 1.579], [1.627, -1.983, 2.977], [1.637, -3.392, 3.397], [3.024, -3.880, 3.713], [0.555, -1.456, 0.732], [-0.876, -2.627, 1.126], [-1.043, -3.589, -0.250], [-2.199, -1.692, 0.939], [0.714, -0.494, -0.089], [-0.358, -0.140, -1.018], [-0.530, -1.094, -2.194], [-1.983, -1.245, -2.588], [-2.119, -1.680, -4.023], [-2.532, -3.051, -4.090], [-1.973, -3.661, -5.168], [-0.668, -4.337, -4.909], [-2.497, -3.642, -6.234], [2.049, 0.223, 0.018], [1.829, 1.819, -0.022], [0.590, 2.230, 0.354], [2.893, 2.869, -0.442], [4.182, 2.905, 0.404], [2.919, -0.240, -1.147], [4.167, 0.304, -0.972], [2.413, 0.107, -2.544], [3.474, 0.703, -3.443], [2.506, -0.301, 1.387], [4.029, -0.587, 1.472], [2.257, 0.596, 2.606], [0.821, 0.816, 3.147], [0.887, 0.661, 4.663], [-0.281, 1.221, 5.455], [-0.264, 0.549, 6.697], [-1.275, 1.006, 7.563], [3.261, -4.354, -0.498], [0.724, -1.616, 3.228], [1.092, -3.418, 4.325], [1.107, -4.061, 2.735], [3.628, -3.992, 2.834], [2.950, -4.837, 4.198], [3.478, -3.203, 4.417], [-0.826, -4.533, 0.045], [-2.028, -3.596, -0.495], [-2.463, -1.352, 1.798], [-1.283, -0.067, -0.480], [-0.175, 0.832, -1.422], [-0.053, -2.044, -2.015], [-0.036, -0.659, -3.039], [-2.434, -0.264, -2.512], [-2.509, -1.924, -1.944], [-2.807, -1.064, -4.573], [-1.168, -1.592, -4.527], [-0.498, -4.415, -3.848], [-0.699, -5.331, -5.308], [0.135, -3.811, -5.394], [0.656, 3.046, 0.860], [2.423, 3.841, -0.383], [3.138, 2.723, -1.485], [4.985, 3.299, -0.186], [4.462, 1.926, 0.747], [4.038, 3.564, 1.237], [3.056, -1.304, -1.090], [1.528, 0.724, -2.552], [2.135, -0.817, -3.020], [3.026, 0.961, -4.381], [4.224, -0.052, -3.601], [3.941, 1.573, -3.034], [4.565, 0.295, 1.768], [4.151, -1.322, 2.247], [4.444, -0.983, 0.570], [2.796, 1.517, 2.472], [2.769, 0.086, 3.400], [0.486, 1.819, 2.972], [0.108, 0.106, 2.751], [1.767, 1.217, 4.949], [1.080, -0.354, 4.960], [-0.091, 2.264, 5.656], [-1.241, 1.096, 4.971], [-2.177, 0.425, 7.432], [-1.481, 2.056, 7.420], [-0.941, 0.852, 8.572], [4.065, -3.538, -5.955], [4.289, -4.139, -4.920], [3.754, -4.115, -7.125], [3.497, -3.340, -8.324], [3.678, -5.567, -7.183], [4.103, -2.436, -6.011], [2.487, -3.528, -8.692], [4.207, -3.603, -9.109], [3.597, -2.280, -8.104], [2.924, -5.936, -6.489], [4.634, -6.009, -6.905], [3.419, -5.870, -8.193], [-3.243, 1.967, 2.870], [-2.750, 2.382, 3.910], [-4.495, 1.494, 2.775], [-5.053, 1.027, 1.516], [-5.319, 1.459, 3.973], [-2.701, 1.943, 1.921], [-5.938, 1.612, 1.250], [-5.328, -0.029, 1.594], [-4.309, 1.140, 0.730], [-5.436, 2.462, 4.383], [-4.856, 0.836, 4.738], [-6.296, 1.056, 3.721], [-8.529, 2.864, 0.909], [-7.358, 3.120, 0.665], [-9.430, 3.756, 1.330], [-10.810, 3.392, 1.597], [-9.010, 5.135, 1.524], [-8.946, 1.851, 0.792], [-11.485, 3.961, 0.956], [-11.063, 3.595, 2.638], [-10.955, 2.332, 1.402], [-8.631, 5.551, 0.590], [-8.214, 5.187, 2.266], [-9.858, 5.722, 1.863], [5.726, 3.678, -4.272], [4.698, 3.192, -4.709], [6.940, 3.494, -4.811], [8.133, 4.097, -4.250], [7.052, 2.661, -5.998], [5.741, 4.323, -3.377], [8.609, 4.755, -4.979], [8.848, 3.328, -3.955], [7.869, 4.683, -3.373], [6.452, 3.074, -6.809], [6.690, 1.654, -5.790], [8.092, 2.615, -6.305], [-0.323, 5.448, -0.405], [0.899, 5.416, -0.406], [-1.046, 6.531, -0.118], [-2.495, 6.515, -0.137], [-0.348, 7.761, 0.223], [-0.937, 4.566, -0.649], [-2.872, 7.233, -0.865], [-2.889, 6.770, 0.849], [-2.856, 5.529, -0.415], [0.295, 8.073, -0.599], [0.277, 7.611, 1.102], [-1.078, 8.539, 0.427], [-2.389, -6.802, 3.219], [-1.861, -6.092, 2.380], [-2.528, -6.476, 4.510], [-3.168, -7.362, 5.466], [-2.016, -5.193, 4.960], [-2.804, -7.793, 2.974], [-4.040, -6.879, 5.908], [-2.473, -7.628, 6.264], [-3.488, -8.271, 4.965], [-2.501, -4.379, 4.420], [-0.943, -5.129, 4.775], [-2.206, -5.084, 6.024]],
  "forces_ev_per_angstrom": [[-0.23, 0.37, -0.10], [0.57, -0.66, 0.13], [-1.03, 1.17, -0.54], [-0.37, -0.79, -0.22], [0.28, 0.24, 0.33], [-0.26, -0.03, 0.07], [-0.07, -0.40, 0.07], [0.07, -0.47, 1.07], [0.03, 0.03, 0.17], [0.00, 0.40, -0.35], [-0.35, 0.23, 0.03], [-0.09, -0.12, -0.64], [0.06, -0.01, 0.12], [0.30, 0.43, -0.22], [-0.13, -0.45, 0.00], [-0.12, 0.22, 0.60], [0.08, -0.29, -0.51], [-0.21, -0.17, 0.59], [-0.35, 0.03, -0.56], [-0.91, 0.14, -0.25], [0.32, 0.10, -0.05], [-0.46, -0.47, 0.87], [0.25, -0.03, 0.71], [-0.54, -0.09, -0.54], [-0.29, -0.22, -0.45], [0.56, 0.67, -0.16], [0.17, -0.11, -0.12], [-0.15, -0.36, 0.31], [2.19, -0.21, 0.41], [-0.64, -0.04, 0.15], [-1.18, -0.58, -0.19], [0.89, -0.09, 0.69], [-0.14, 0.64, -0.15], [0.57, -0.77, 0.21], [0.10, -0.12, 0.21], [0.24, -0.35, -0.03], [0.30, -0.65, -0.35], [-0.03, 0.24, 0.33], [-0.42, 0.11, 0.41], [-0.15, -0.22, -0.49], [0.44, 0.04, -0.36], [0.04, -0.58, 0.18], [0.37, 0.32, 0.16], [0.09, -0.31, -0.10], [-0.07, 0.06, -0.33], [-0.26, 0.09, 0.16], [-0.31, -0.09, 0.56], [0.24, 0.63, 0.07], [0.06, -0.46, 0.16], [0.40, 0.19, -0.44], [-0.37, 0.32, 0.22], [-0.37, -0.22, 0.30], [-0.55, 0.17, -0.25], [0.49, 0.11, -0.23], [0.29, 0.09, 0.38], [-0.03, -0.52, -0.40], [0.37, 0.30, -0.19], [-0.22, 0.60, -0.56], [-0.15, 0.29, -0.16], [0.10, -0.18, -0.39], [0.57, 0.21, -0.23], [0.26, -0.23, 0.16], [0.00, 0.26, 0.61], [0.08, -0.57, 0.04], [-0.20, 0.45, 0.23], [-0.40, -0.49, -0.11], [-0.11, 0.20, -0.58], [0.54, -0.18, -0.23], [0.21, 0.47, 0.12], [0.33, 0.31, 0.02], [0.16, -0.32, 0.54], [0.27, -0.26, -0.19], [0.07, 0.66, -0.20], [0.42, -0.19, 0.35], [-0.46, 0.45, -0.52], [-0.45, 0.04, -0.45], [0.43, 0.16, 0.40], [-0.05, -0.56, 0.08], [-0.28, 0.70, -0.21], [-0.22, 0.05, -0.24], [-0.53, -0.08, -0.19], [-0.14, 0.45, -0.08], [0.21, -0.05, 0.53], [0.07, 0.22, 0.16], [-0.07, -0.06, 0.07], [-0.08, -0.09, -0.20], [0.01, -0.16, 0.05], [0.03, 0.08, 0.08], [0.00, -0.01, -0.03], [-0.01, 0.03, -0.03], [0.00, 0.03, -0.03], [0.01, 0.03, 0.02], [-0.01, -0.03, 0.00], [0.01, -0.03, 0.00], [-0.01, 0.01, -0.05], [-0.28, 0.12, 0.64], [0.02, -0.03, -0.36], [-0.02, -0.18, -0.15], [-0.20, 0.02, 0.20], [0.11, 0.11, -0.03], [0.22, 0.03, -0.29], [0.17, -0.08, -0.06], [0.03, -0.01, -0.05], [0.04, 0.00, -0.07], [-0.02, -0.01, 0.01], [0.00, -0.01, 0.02], [-0.02, -0.01, -0.04], [0.26, -0.12, -0.16], [-0.20, 0.01, 0.09], [-0.24, 0.14, 0.10], [0.12, 0.13, 0.00], [0.08, -0.08, -0.05], [0.01, -0.02, 0.00], [-0.04, -0.01, -0.01], [-0.03, -0.02, 0.02], [0.01, -0.04, -0.01], [0.00, 0.02, 0.01], [0.02, 0.03, 0.01], [-0.05, 0.01, 0.01], [-0.14, 0.09, 0.08], [-0.01, 0.03, -0.02], [0.25, -0.01, -0.05], [-0.04, -0.10, -0.13], [-0.09, 0.04, 0.07], [0.00, 0.00, -0.01], [0.03, 0.03, 0.02], [0.03, 0.02, 0.03], [-0.02, 0.02, 0.03], [0.00, -0.01, -0.03], [0.01, -0.02, -0.01], [0.05, 0.01, 0.00], [0.17, -0.13, -0.12], [-0.10, -0.08, 0.15], [-0.23, 0.21, 0.06], [0.08, 0.18, 0.12], [0.03, -0.07, -0.03], [0.00, -0.04, -0.01], [-0.07, 0.04, -0.02], [-0.04, -0.03, -0.07], [0.02, -0.10, 0.00], [0.01, 0.02, 0.00], [0.01, 0.01, 0.01], [-0.04, 0.02, 0.00], [-0.02, -0.14, -0.19], [0.09, 0.20, -0.14], [-0.06, 0.03, 0.26], [0.08, 0.15, 0.00], [0.02, -0.06, -0.11], [0.00, 0.00, -0.01], [-0.03, -0.03, 0.01], [-0.01, -0.03, 0.02], [-0.01, -0.03, -0.03], [0.00, 0.02, 0.01], [0.02, 0.03, 0.01], [-0.01, -0.01, 0.04]],
  "lowdin_charge": [0.21, -0.09, -0.41, 0.04, -0.27, -0.07, -0.17, 0.94, -0.11, -0.27, 0.09, -0.11, -0.17, -0.15, -0.16, -0.02, -0.55, 0.03, 0.16, -0.11, -0.45, 0.16, -0.10, -0.06, -0.25, 0.01, -0.16, -0.07, -0.29, 0.01, -0.11, -0.15, -0.16, -0.23, -0.19, -0.10, 0.05, 0.07, 0.11, 0.08, 0.05, 0.07, 0.08, 0.04, 0.05, 0.05, 0.11, 0.12, 0.11, 0.09, 0.12, 0.10, 0.13, 0.12, 0.08, 0.09, 0.09, 0.11, 0.08, 0.10, 0.07, 0.03, 0.08, 0.13, 0.10, 0.11, 0.08, 0.08, 0.04, 0.08, 0.09, 0.08, 0.12, 0.11, 0.11, 0.09, 0.12, 0.11, 0.13, 0.09, 0.08, 0.09, 0.08, -0.37, 0.00, -0.20, -0.06, -0.04, 0.13, 0.09, 0.09, 0.08, 0.09, 0.09, 0.09, -0.35, -0.01, -0.18, -0.05, -0.03, 0.13, 0.06, 0.09, 0.08, 0.10, 0.09, 0.09, -0.35, -0.01, -0.19, -0.05, -0.03, 0.14, 0.09, 0.09, 0.08, 0.09, 0.09, 0.09, -0.35, 0.00, -0.20, -0.05, -0.04, 0.13, 0.09, 0.09, 0.08, 0.09, 0.09, 0.09, -0.35, 0.01, -0.19, -0.05, -0.03, 0.13, 0.09, 0.09, 0.08, 0.10, 0.09, 0.09, -0.36, -0.02, -0.19, -0.05, -0.04, 0.14, 0.09, 0.09, 0.08, 0.09, 0.08, 0.09]
}